Entry 1:
C41H38FeN14O4S as an isolated structure. Source: OMol25; level of theory: wB97M-V/def2-TZVPD.

Summary:
HOMO-LUMO gap (alpha / beta) = 6.8 / 6.6 eV
Spin multiplicity = 5
Net charge = 0
LUMO energy (alpha / beta) = -0.10 / -1.41 eV
⟨S²⟩ = 6.0429

The geometry in XYZ format:
```
99
Properties=species:S:1:pos:R:3:forces:R:3
Fe -0.017919 -0.075345 -0.336227 -0.0951 -0.1350 0.2851
C 5.551710 -0.472260 -0.040685 -0.0982 -0.0906 0.0290
N 4.155132 -0.498352 -0.456884 0.1695 0.0382 -0.1477
C 3.081088 0.010406 0.141342 -0.0329 0.0197 0.0610
N 2.002683 -0.332900 -0.534481 -0.0239 0.0698 -0.1119
C 2.490137 -1.070609 -1.570293 0.1331 -0.0424 -0.0729
N 3.794465 -1.192477 -1.560456 -0.0999 0.0967 0.1770
C 5.942071 -1.761847 0.640875 -0.0200 -0.0014 -0.0006
C 6.975431 -2.547877 0.156129 0.0279 -0.0328 0.0040
C 7.300746 -3.744475 0.787866 -0.0017 0.0152 0.0021
C 6.588454 -4.168341 1.895367 0.0399 -0.0078 -0.0083
C 5.545491 -3.381729 2.377663 -0.0428 -0.1193 0.0669
C 5.230608 -2.184672 1.754221 -0.0446 0.0788 -0.0021
C 4.754441 -3.818383 3.528777 0.1107 0.1380 -0.2086
N 4.834550 -4.895841 4.221093 -0.2135 -0.1035 0.2827
N 3.826291 -4.806938 5.191741 0.2825 -0.1297 -0.1931
C 3.236829 -3.683535 4.989692 -0.2052 0.1520 0.1029
O 3.768133 -2.997561 3.952947 0.0163 0.0638 0.0058
C 2.120599 -3.069021 5.709006 0.0801 -0.1213 -0.0232
C 1.562825 -3.705407 6.815167 -0.0137 -0.0035 0.0244
C 0.504432 -3.109038 7.476692 0.0041 0.0160 -0.0153
C 0.007592 -1.883822 7.042875 0.0049 -0.0323 0.0351
C 0.570601 -1.246756 5.947499 0.0022 0.0083 0.0309
C 0.051580 0.091308 5.481261 -0.0027 -0.0924 -0.1125
N -0.363134 0.071183 4.086154 -0.1179 0.0777 0.1919
C 0.275342 0.490804 2.993875 0.0098 0.1252 -0.1241
N -0.466371 0.282548 1.924349 -0.0623 -0.1573 0.1129
C -1.583156 -0.305734 2.444435 0.0507 0.0319 0.0348
N -1.564780 -0.444979 3.748503 0.1549 0.0308 -0.1003
C 1.625349 -1.848380 5.278304 -0.0125 0.0654 -0.0770
H 5.676075 0.383274 0.623031 -0.0074 0.0191 0.0057
H 6.150667 -0.311413 -0.933437 0.0093 0.0420 -0.0142
H 3.114519 0.616100 1.032363 0.0073 0.0004 -0.0398
H 1.858005 -1.497897 -2.330717 -0.0167 0.0002 0.0134
H 7.522433 -2.235175 -0.725509 -0.0033 -0.0035 0.0150
H 8.107665 -4.353312 0.402552 -0.0047 0.0034 -0.0010
H 6.822424 -5.100769 2.391910 -0.0061 0.0078 -0.0184
H 4.405617 -1.593412 2.135169 0.0018 -0.0175 -0.0268
H 1.963724 -4.657772 7.136429 -0.0170 0.0123 0.0003
H 0.057619 -3.599353 8.331379 0.0013 0.0039 -0.0087
H -0.830069 -1.427523 7.557433 0.0135 -0.0072 -0.0020
H 0.812052 0.866114 5.582095 0.0285 0.0020 -0.0035
H -0.816088 0.381299 6.068931 -0.0184 0.0624 0.0062
H 1.253299 0.946046 3.015861 -0.0297 -0.0265 0.0236
H -2.423172 -0.606072 1.841092 0.0241 -0.0224 0.0111
H 2.043891 -1.389093 4.391154 -0.0296 -0.0155 0.0240
S -2.297849 0.102244 -0.727929 0.2423 -0.3394 -0.1156
C -2.294791 1.769489 -0.467290 -0.2678 0.6034 0.3875
N -3.547519 2.374563 -0.402338 0.3869 0.0392 -0.0853
N -3.605283 3.580874 0.142149 0.1729 0.0739 0.1301
C -3.038116 4.063080 1.341699 -0.1496 -0.1756 -0.2742
C -3.163785 5.423929 1.599884 0.0727 0.1723 0.0176
C -2.674018 5.958868 2.779699 -0.0276 -0.0241 -0.0322
C -2.062580 5.138393 3.718531 0.0042 -0.0525 -0.0261
C -1.963881 3.775703 3.465697 0.0323 0.0175 -0.0031
C -2.450160 3.229271 2.288461 0.0052 -0.0041 -0.0312
N -1.200258 2.520338 -0.418467 -0.3266 -0.1690 -0.2209
N -0.080351 1.840446 -0.671158 0.4613 0.1907 0.0958
C 1.048925 2.698123 -0.723106 -0.3526 -0.1258 -0.0121
C 2.068066 2.427963 -1.632849 0.1033 0.0162 -0.1163
C 3.184000 3.249128 -1.702202 -0.0491 -0.0103 0.0034
C 3.292967 4.355907 -0.868843 -0.0275 -0.0309 0.0289
C 2.259448 4.646762 0.014631 -0.0158 -0.0530 -0.0051
C 1.138019 3.832533 0.083258 0.0673 0.0660 0.1462
H -4.322788 4.161580 -0.265469 -0.1355 -0.0736 0.1454
H -3.636121 6.065405 0.864234 0.0106 -0.0008 0.0121
H -2.774968 7.020009 2.967170 0.0073 -0.0044 -0.0108
H -1.680011 5.554303 4.641241 -0.0070 -0.0087 -0.0059
H -1.511282 3.120773 4.201204 -0.0142 -0.0020 -0.0121
H -2.390009 2.165680 2.119294 0.0004 -0.0185 -0.0584
H 1.957317 1.594784 -2.314974 0.0215 0.0165 0.0226
H 3.958001 3.037910 -2.430348 -0.0051 -0.0096 0.0192
H 4.165490 4.994422 -0.919788 -0.0172 0.0097 -0.0119
H 2.321738 5.520720 0.651480 0.0024 -0.0122 -0.0021
H 0.321208 4.060752 0.756450 0.0193 -0.0088 -0.0118
C 1.167485 -4.669537 -2.815644 -0.0157 -0.0026 0.0329
C -0.298722 -4.797617 -2.417208 0.1009 0.0446 -0.0558
C -0.640831 -4.156948 -1.070042 -0.0167 0.0153 0.0832
C -2.172598 -4.292781 -0.838269 -0.0298 -0.0051 0.0306
C -2.711305 -3.763572 0.486400 0.0382 0.0045 0.0026
C 0.065431 -4.913377 0.040538 -0.0381 -0.0495 -0.0097
O 0.177679 -6.118899 0.044879 -0.0453 0.0160 0.0600
N 0.548728 -4.151870 1.076080 0.0170 0.0327 -0.0622
C 0.561446 -2.755740 1.158974 -0.0340 0.0914 0.0075
O 1.063517 -2.241068 2.147159 0.0613 0.0195 -0.0131
N 0.040536 -2.058563 0.112974 -0.1933 -0.0722 -0.2211
C -0.321150 -2.675351 -1.039709 0.0616 -0.1215 -0.0534
O -0.444258 -1.983277 -2.052034 -0.0280 -0.0351 0.0537
H 1.378068 -5.275314 -3.697125 0.0009 0.0051 0.0009
H 1.831165 -5.012896 -2.017990 -0.0122 -0.0071 -0.0189
H 1.419015 -3.637795 -3.059657 0.0153 0.0125 0.0170
H -0.566181 -5.851429 -2.342866 -0.0360 -0.0030 -0.0054
H -0.933052 -4.336709 -3.174911 0.0065 -0.0059 -0.0085
H -2.401984 -5.355752 -0.935653 -0.0116 -0.0042 -0.0083
H -2.656031 -3.769771 -1.666324 -0.0027 -0.0273 -0.0127
H -2.244004 -4.251843 1.344470 -0.0080 0.0026 -0.0193
H -3.783547 -3.950981 0.546485 0.0040 0.0085 -0.0007
H -2.558324 -2.687034 0.582060 -0.0090 -0.0291 -0.0069
H 0.985723 -4.641642 1.843748 0.0077 0.0089 0.0000
```
Forces are in eV/Å.

Which charges does natural (NBO) predict for the atoms? In e, they are:
1. Fe 1.11
2. C -0.23
3. N -0.17
4. C 0.25
5. N -0.57
6. C 0.16
7. N -0.26
8. C -0.06
9. C -0.18
10. C -0.20
11. C -0.17
12. C -0.11
13. C -0.13
14. C 0.46
15. N -0.28
16. N -0.29
17. C 0.47
18. O -0.42
19. C -0.11
20. C -0.16
21. C -0.20
22. C -0.21
23. C 0.05
24. C -0.24
25. N -0.18
26. C 0.24
27. N -0.57
28. C 0.15
29. N -0.27
30. C -0.19
31. H 0.22
32. H 0.24
33. H 0.22
34. H 0.24
35. H 0.22
36. H 0.22
37. H 0.24
38. H 0.22
39. H 0.24
40. H 0.22
41. H 0.22
42. H 0.22
43. H 0.23
44. H 0.21
45. H 0.23
46. H 0.23
47. S -0.08
48. C 0.14
49. N -0.24
50. N -0.31
51. C 0.12
52. C -0.24
53. C -0.20
54. C -0.22
55. C -0.22
56. C -0.18
57. N -0.36
58. N -0.34
59. C 0.10
60. C -0.24
61. C -0.21
62. C -0.24
63. C -0.22
64. C -0.18
65. H 0.39
66. H 0.21
67. H 0.22
68. H 0.21
69. H 0.21
70. H 0.22
71. H 0.22
72. H 0.21
73. H 0.21
74. H 0.21
75. H 0.23
76. C -0.61
77. C -0.37
78. C -0.27
79. C -0.35
80. C -0.62
81. C 0.72
82. O -0.59
83. N -0.67
84. C 0.81
85. O -0.67
86. N -0.75
87. C 0.71
88. O -0.65
89. H 0.22
90. H 0.21
91. H 0.20
92. H 0.23
93. H 0.22
94. H 0.22
95. H 0.22
96. H 0.21
97. H 0.22
98. H 0.21
99. H 0.43

=====

Entry 2:
One molecule with the formula C6H8ClN. Source: OMol25; level of theory: wB97M-V/def2-TZVPD.

Summary:
HOMO-LUMO gap = 10.1 eV
Spin multiplicity = 1
Net charge = 0
ΔE to the lowest compared entry with this formula, charge and spin = 1.393 eV
SMILES string = CC[C@@]1(Cl)C=CC=N1
LUMO energy = 0.23 eV

The geometry in XYZ format:
```
16
Properties=species:S:1:pos:R:3:forces:R:3
C -2.156276 -0.045617 0.601374 -2.3889 1.8689 -0.9011
C -1.162200 -0.000614 -0.515160 -0.3947 0.8099 -3.7006
C 0.204630 -0.648540 -0.209219 2.2387 1.6127 -2.7152
Cl 0.284846 -2.443987 -0.474253 -0.3029 0.6303 0.2977
C 1.486251 0.031936 -1.155645 -2.5187 -0.7513 1.7572
C 2.282294 0.630376 -0.270834 -0.5924 -0.5796 0.3073
C 1.740629 0.327133 1.092427 -0.7351 -0.0545 -0.8373
N 0.636757 -0.285579 1.068691 -0.6400 -1.2598 1.7962
H -3.241679 0.368231 0.337535 2.4293 -0.7462 0.1375
H -1.754394 0.602437 1.327927 0.0786 0.5997 1.4037
H -2.322871 -0.994119 1.015467 0.0310 -1.4730 0.5157
H -0.911961 1.136582 -0.809067 -0.6052 -2.4512 0.6629
H -1.675418 -0.477981 -1.477560 1.5356 0.9187 1.7697
H 1.391410 -0.011094 -2.224191 0.4556 0.1272 -0.2017
H 3.123052 1.272165 -0.395133 0.5391 0.1038 -0.3976
H 2.074936 0.538664 2.087639 0.8702 0.6443 0.1056
```
Forces are in eV/Å.

Which charges does natural (NBO) predict for the atoms? In e, they are:
1. C -0.61
2. C -0.42
3. C 0.12
4. Cl -0.04
5. C -0.13
6. C -0.31
7. C 0.11
8. N -0.45
9. H 0.21
10. H 0.22
11. H 0.22
12. H 0.22
13. H 0.22
14. H 0.22
15. H 0.23
16. H 0.21

=====

Entry 3:
C6H18N8O10Pb as an isolated structure. Source: OMol25; level of theory: wB97M-V/def2-TZVPD.

Summary:
HOMO-LUMO gap = 8.6 eV
Spin multiplicity = 1
Net charge = 0
ΔE to the lowest compared entry with this formula, charge and spin = 0.000 eV
LUMO energy = 0.43 eV

The geometry in XYZ format:
```
43
Properties=species:S:1:pos:R:3:forces:R:3
Pb 21.884863 14.099845 -18.131361 -0.0451 -0.5930 -0.4590
O 26.176634 14.983856 -18.324088 0.0216 0.0073 0.5543
C 24.838806 14.996735 -18.166679 -2.6972 0.4530 -0.0200
O 24.110033 15.826187 -18.778670 1.2792 -0.1729 -0.3844
O 24.327483 14.153181 -17.373726 0.9253 -0.2749 0.6015
H 26.417783 14.416307 -17.569996 0.4003 -0.0308 -0.5147
O 18.195947 13.049670 -20.170760 -1.0179 0.4083 0.3802
C 19.355953 13.238015 -19.536841 3.3730 0.2738 0.2920
O 19.382924 13.623562 -18.331505 -1.0792 -0.1475 -0.3156
O 20.432497 13.045201 -20.192933 -1.2802 -0.1297 0.1782
H 17.551798 13.442652 -19.551107 0.0213 -0.4061 -0.3513
C 21.992537 14.422614 -14.587633 0.9596 -1.4009 0.5716
O 21.534010 14.093711 -15.673229 -0.5014 0.5651 0.6367
N 23.330482 14.330036 -14.321963 -0.8838 0.4558 -0.6448
N 21.224605 14.633786 -13.454942 -0.8366 0.4736 -0.1293
H 23.657040 14.521902 -13.398543 0.4013 -0.2073 0.0410
H 23.881570 13.927206 -15.068214 0.3173 0.3368 0.0786
H 21.523548 15.291558 -12.754354 0.3841 -0.0640 -0.0409
H 20.228251 14.705338 -13.604036 0.1272 -0.0582 -0.3424
C 21.571236 17.243150 -16.802755 -0.4123 -1.4639 -0.6474
O 20.934654 16.370498 -17.431244 0.3670 0.9027 0.3152
N 22.796718 17.646549 -17.157939 -0.2887 0.5081 0.1444
N 21.051876 17.729064 -15.649721 -0.2307 0.3403 0.4723
H 23.252234 17.185929 -17.944916 0.2404 -0.0774 0.0210
H 23.177505 18.453386 -16.702409 0.3674 -0.0370 -0.1238
H 20.119374 17.436611 -15.422601 -0.0312 0.0702 -0.0728
H 21.467611 18.481856 -15.134752 0.0046 0.0324 -0.0165
C 23.456641 12.926659 -21.154842 -1.3264 -0.6554 1.1624
O 23.311795 12.625701 -19.957176 0.6491 0.2437 -0.9796
N 22.990269 14.089723 -21.657129 0.2409 0.3495 0.2390
N 23.930434 12.039695 -22.069171 0.1585 0.2907 0.3009
H 23.083036 14.351021 -22.616983 -0.0984 -0.0063 -0.1211
H 22.337163 14.580485 -21.073694 -0.0087 0.1249 -0.1459
H 24.029665 12.361727 -23.010081 0.3003 -0.4346 -0.2385
H 24.360498 11.208948 -21.706537 0.1441 0.0212 -0.2728
C 21.445217 10.546889 -17.258828 -0.3805 0.4313 -0.5702
O 21.849472 11.701873 -17.120843 -0.0679 -0.2862 -0.0721
N 21.178693 9.981736 -18.467064 0.3662 0.4525 0.3907
N 21.181126 9.782995 -16.169306 0.3492 0.2153 0.3417
H 20.913817 9.020252 -18.517251 -0.2312 -0.0430 -0.2971
H 21.130259 10.607708 -19.256878 0.1301 -0.1025 -0.1579
H 21.227414 10.294511 -15.305817 0.0341 -0.3368 0.1309
H 20.862200 8.836861 -16.210377 -0.1444 -0.0279 0.0655
```
Forces are in eV/Å.

Which charges does natural (NBO) predict for the atoms? In e, they are:
1. Pb 1.58
2. O -0.69
3. C 0.98
4. O -0.81
5. O -0.84
6. H 0.49
7. O -0.69
8. C 0.95
9. O -0.82
10. O -0.82
11. H 0.49
12. C 0.80
13. O -0.68
14. N -0.84
15. N -0.85
16. H 0.39
17. H 0.45
18. H 0.38
19. H 0.40
20. C 0.78
21. O -0.72
22. N -0.83
23. N -0.84
24. H 0.46
25. H 0.38
26. H 0.41
27. H 0.39
28. C 0.79
29. O -0.70
30. N -0.82
31. N -0.83
32. H 0.38
33. H 0.42
34. H 0.39
35. H 0.41
36. C 0.80
37. O -0.70
38. N -0.84
39. N -0.84
40. H 0.38
41. H 0.44
42. H 0.41
43. H 0.39